# 1
Density functional theory data (ωB97M-V with the def2-TZVPD basis set) for a structure of composition C28H46BrMnN3P2.

```
81
Properties=species:S:1:pos:R:3
N 7.80799 -1.84476 2.64835
C 7.04527 -1.16978 3.51525
C 5.85506 -0.55389 3.11422
C 5.44999 -0.62531 1.75318
C 6.27621 -1.35731 0.85383
C 7.46623 -1.91427 1.36167
C 4.12465 -0.10025 1.46193
Mn 0.65162 0.16192 0.39780
P -4.16254 -1.65840 -0.61925
C 3.33064 -0.43854 0.37167
C 2.16897 -1.30654 0.67860
C 1.56972 -2.24973 -0.23005
C 0.61077 -3.13090 0.29183
C 0.20805 -3.11098 1.64963
C 0.45139 -1.93360 2.39806
C 1.55024 -1.11634 2.02065
Br -0.79287 -4.44365 2.46359
H 3.69409 0.37319 2.34835
H 3.79844 -0.48334 -0.62764
H 5.18569 -0.13263 3.86793
H 5.97953 -1.57105 -0.16688
H 7.34294 -1.10676 4.57253
H 8.15724 -2.45445 0.71193
H 2.07226 -2.40189 -1.17175
H 1.94272 -0.45673 2.83818
H 0.19337 -3.85100 -0.37040
H -0.04466 -1.79461 3.34945
P 0.41726 1.29285 -1.67026
C -4.43194 -2.74485 0.80893
C -5.37609 -3.91992 0.54737
H -4.88875 -2.10009 1.56784
H -3.44155 -3.04260 1.17200
H -5.52943 -4.48921 1.46563
H -6.35683 -3.56205 0.21692
H -5.03258 -4.62865 -0.21097
C -2.66228 -2.24243 -1.42590
C -3.00818 -2.87260 -2.75791
H -2.21558 -2.95298 -0.73042
H -1.98487 -1.39383 -1.53310
H -2.15523 -3.39944 -3.17314
H -3.82004 -3.59106 -2.68024
H -3.32370 -2.13130 -3.48634
C -3.76858 0.01820 0.03867
C -4.97861 0.89099 -0.31085
H -2.86199 0.35501 -0.50927
H -3.51240 0.00235 1.10997
H -4.65842 1.85952 -0.70781
H -5.55041 0.39763 -1.11245
H -5.66170 1.03908 0.52526
C -0.51530 2.83657 -1.96586
C 0.03407 3.81186 -3.01645
H -0.60772 3.34932 -0.99881
H -1.53070 2.52158 -2.25247
H 0.77366 4.49951 -2.58615
H 0.49444 3.31278 -3.87948
H -0.78498 4.43317 -3.40194
C 0.02936 0.28164 -3.13921
C 1.07630 -0.77449 -3.45846
H -0.14197 0.96308 -3.98759
H -0.93711 -0.20294 -2.93025
H 2.08106 -0.34506 -3.57780
H 1.11741 -1.52898 -2.66411
H 0.80305 -1.28508 -4.39076
C 2.16215 1.79466 -1.80752
C 2.49623 2.87073 -0.78282
H 2.35199 2.15107 -2.82588
H 2.81139 0.92672 -1.63833
H 3.56848 2.88654 -0.55912
H 2.21281 3.86893 -1.13122
H 1.99010 2.70812 0.17631
C -1.16596 3.97551 3.01859
N -1.97037 3.34641 1.96441
C -3.39972 3.68427 1.79568
C -1.38794 2.40060 1.28425
N -0.47285 1.67144 1.05797
H -1.75392 4.78074 3.45274
H -0.25018 4.36494 2.56005
H -0.91582 3.22838 3.78517
H -3.60296 4.02182 0.75961
H -4.06036 2.82166 2.03429
H -3.63575 4.51150 2.47858
```

Computed properties:
- ⟨S²⟩ = 8.802
- ΔE to the lowest compared entry with this formula, charge and spin (kcal per mole) = 58.0
- spin multiplicity = 6
- energy (a.u.) = -5665.82624
- E_LUMO (spin up / spin down) (eV) = -6.86 / -7.12
- highest occupied orbital energy (spin up / spin down) (eV) = -12.207 / -12.204
- net charge = +2

=====

# 2
Density functional theory data (ωB97M-V with the def2-TZVPD basis set) for a structure of composition C29H45DyIN3O3S.

```
83
Properties=species:S:1:pos:R:3
Dy -1.03102 0.62461 0.51955
C -0.71827 -1.90064 1.20415
C 0.40265 -1.75800 0.33483
C 1.34657 -0.91453 1.01808
C 0.74957 -0.54915 2.25483
C -0.50637 -1.17519 2.39784
C -1.30319 -1.38033 3.67557
C -2.77317 -0.97206 3.49456
C -0.69518 -0.58810 4.83755
C -1.24955 -2.87310 4.04628
C 2.77714 -0.46182 0.70513
C 3.48442 -0.02962 2.00294
C 3.67211 -1.55344 0.10233
C 2.76309 0.76221 -0.22799
C 0.51066 -2.74718 -0.82980
C 1.20089 -4.01600 -0.29815
C -0.89834 -3.17752 -1.29449
C 1.25989 -2.23006 -2.07956
H -1.52526 -2.60346 1.07346
H 1.23593 0.01813 3.03452
H -2.85645 0.09230 3.27056
H -3.33008 -1.17526 4.41020
H -3.22751 -1.52632 2.67386
H -0.66695 0.47408 4.60661
H 0.31763 -0.92720 5.04713
H -1.29597 -0.73551 5.73319
H -1.76287 -3.47624 3.30194
H -1.72280 -3.04154 5.01286
H -0.21670 -3.20847 4.10490
H 3.44013 -0.82557 2.74274
H 3.03943 0.87071 2.41701
H 4.53310 0.18305 1.80053
H 3.72677 -2.40219 0.77878
H 4.68269 -1.16597 -0.03324
H 3.31998 -1.89642 -0.85984
H 2.13828 1.54533 0.20242
H 2.38310 0.50936 -1.21640
H 3.77272 1.15644 -0.34982
H 0.70406 -4.36051 0.60462
H 2.23866 -3.82553 -0.05253
H 1.15755 -4.80701 -1.04294
H -1.38065 -3.82512 -0.56759
H -0.81355 -3.74752 -2.21997
H -1.54722 -2.31557 -1.46055
H 2.07950 -2.89697 -2.34898
H 1.65184 -1.23199 -1.92478
H 0.59283 -2.18399 -2.93965
C -0.57227 3.50263 3.37308
C -0.76447 2.47155 2.27861
O 0.16342 2.28128 1.45224
O -1.84074 1.83364 2.20217
H 0.30802 4.10287 3.15759
H -0.43318 2.99356 4.32447
H -1.46034 4.12503 3.45472
O -2.66991 1.71637 -0.94837
S -3.75731 0.78465 -0.43726
N -3.15402 -0.36742 0.24399
I -2.45651 4.42967 0.31112
C -0.51189 4.25231 -0.47190
C 0.35771 5.32083 -0.30476
C 1.60414 5.23335 -0.89814
C 1.90585 4.10946 -1.65337
C 0.96304 3.09890 -1.73849
N -0.21941 3.15397 -1.13585
H 0.05277 6.18776 0.25954
H 2.32851 6.02641 -0.78213
H 2.85380 4.02254 -2.16015
H 1.15138 2.20739 -2.32303
C -0.35018 -0.07940 -5.24765
C -1.48417 0.05622 -4.22284
C -2.28805 1.34284 -4.46602
C -2.39983 -1.17499 -4.26662
C -0.92397 0.16428 -2.89799
N -0.51477 0.27405 -1.83123
H -0.76915 -0.22277 -6.24164
H 0.28278 -0.93341 -5.01545
H 0.26865 0.81536 -5.25613
H -2.76710 1.29965 -5.44202
H -1.63469 2.21241 -4.43436
H -3.05093 1.46283 -3.70026
H -2.85081 -1.25579 -5.25392
H -3.19041 -1.09560 -3.52359
H -1.83607 -2.08354 -4.06705
```

Computed properties:
- ⟨S²⟩ = 9.334
- ΔE to the lowest compared entry with this formula, charge and spin (kcal per mole) = 25.2
- spin multiplicity = 6
- energy (a.u.) = -3103.05405
- E_LUMO (spin up / spin down) (eV) = 0.04 / 0.07
- highest occupied orbital energy (spin up / spin down) (eV) = -7.322 / -7.333
- net charge = 0

=====

Question: The lowest ⟨S²⟩ belongs to which entry?
Answer: C28H46BrMnN3P2